Entry 1:
ORCA calculation (the ωB97M-V functional and the def2-TZVPD basis) on a molecular structure, C7H9F14HfN4O22S6 in a non-equilibrium geometry.

Last column: Mulliken charge in e.
Positions of all 63 atoms, in Å:
Hf  -0.2502  0.4654  -0.2537  2.0198
C  6.2591  -0.3177  -2.2565  0.5845
F  6.4186  0.9002  -1.6324  -0.1847
F  5.7572  -0.3243  -3.5034  -0.1690
F  7.5030  -0.8776  -2.2528  -0.2017
S  5.0591  -1.4308  -1.1293  1.1436
O  3.9433  -0.5717  -0.8332  -0.5283
O  4.5257  -2.5795  -1.8536  -0.5095
O  5.7283  -1.8282  0.1084  -0.5046
C  2.9731  2.6210  5.4363  0.5727
F  3.7428  3.0920  4.4372  -0.2210
F  3.7041  2.5019  6.5538  -0.1928
F  1.9867  3.5187  5.5665  -0.1956
S  2.3570  0.8396  4.8513  1.0966
O  1.6443  1.0824  3.5929  -0.5733
O  3.4807  -0.0949  4.7067  -0.5164
O  1.4446  0.4533  5.8574  -0.5435
C  1.0838  5.7520  -3.1189  0.5999
F  2.0224  6.7054  -3.1634  -0.1817
F  0.2048  5.9854  -2.0840  -0.2063
F  0.3722  5.5215  -4.2514  -0.1892
S  1.9818  4.0925  -2.6439  1.0774
O  0.9768  3.0793  -3.0422  -0.5916
O  3.3106  4.2029  -3.1727  -0.5705
O  1.8891  3.7953  -1.1688  -0.6091
C  0.5916  -6.4261  1.0371  0.6233
F  1.4384  -6.4041  0.0435  -0.1836
F  -0.6698  -6.6058  0.6552  -0.1967
F  0.9060  -7.3675  1.8737  -0.1900
S  0.7308  -4.7157  1.9573  1.1293
O  2.1541  -4.4950  2.2229  -0.5047
O  0.2958  -3.5818  1.1266  -0.5601
O  -0.1414  -4.7617  3.1090  -0.5412
N  -3.5082  -0.2246  -2.1943  -0.2261
S  -4.3038  0.5542  -3.3491  1.0121
O  -5.7273  0.6367  -3.3148  -0.5231
O  -3.6994  0.5497  -4.6774  -0.5860
F  -3.7929  2.0242  -2.9099  -0.2925
S  -4.5196  -1.6358  -2.5151  1.0120
O  -4.4709  -2.2378  -3.8050  -0.5249
O  -5.8360  -1.6956  -1.8068  -0.5738
F  -3.5954  -2.6752  -1.7292  -0.2409
C  1.5084  -2.9279  -6.2259  -0.7009
N  0.8267  -3.1509  -4.9228  0.7229
O  0.3953  -4.2572  -4.6095  -0.4779
O  0.7119  -2.1746  -4.0604  -0.4280
H  1.9871  -3.8899  -6.4090  0.3049
H  2.2278  -2.1139  -6.1372  0.2851
H  0.7860  -2.7206  -7.0154  0.2872
C  -3.1665  5.2007  3.5341  -0.7270
N  -3.0330  4.7449  2.0618  0.7885
O  -3.9127  5.0732  1.3132  -0.4813
O  -2.0423  3.9945  1.7830  -0.4823
H  -2.4596  4.6816  4.1812  0.3102
H  -4.2065  5.0708  3.8333  0.2843
H  -2.7704  6.2125  3.6211  0.3019
C  -4.7469  -2.2024  4.1932  -0.6559
N  -3.9729  -0.9184  3.9282  0.7918
O  -4.0445  0.0258  4.7406  -0.5164
O  -3.1991  -0.8400  3.0032  -0.4946
H  -5.7392  -1.9090  4.5359  0.2881
H  -4.1972  -2.7556  4.9547  0.2691
H  -4.9234  -2.6658  3.2225  0.2912

Calculated values
highest occupied orbital energy: -7.55 eV
frontier orbital gap: 1.9711 eV
ΔE to the lowest compared entry with this formula, charge and spin: 466.3 kcal per mole
multiplicity: 1
net charge: -1


Entry 2:
ORCA calculation (the ωB97M-V functional and the def2-TZVPD basis) on a molecular structure, C7H9F2N4O in a non-equilibrium geometry.

Last column: Mulliken charge in e.
Positions of all 23 atoms, in Å:
C  -1.0072  -1.2440  -3.4580  -0.2756
C  -0.6749  -0.0960  -2.8500  -0.1312
C  -0.5019  -2.4911  -1.6092  -0.4478
C  0.0186  -1.3227  -0.9655  0.8747
C  0.3445  1.0288  -0.8982  -0.0458
C  0.0241  1.2205  3.1229  -0.8336
C  -0.6053  1.2635  0.7893  0.7313
N  -0.9267  -2.4434  -2.8332  -0.4875
N  0.9548  2.0602  -1.1000  -0.4201
N  -0.1320  -0.1352  -1.6108  0.2582
N  0.5243  -1.5049  0.2489  -0.3138
O  0.2500  0.9338  1.7203  -0.4235
F  -1.0981  2.4783  0.7167  -0.2381
F  -1.6396  0.4033  0.7249  -0.2708
H  -1.4178  -1.1365  -4.4579  0.3516
H  -0.8614  0.7347  -3.4024  0.4641
H  -0.4176  -3.2885  -1.0137  0.4508
H  0.5987  0.6376  3.7391  0.3115
H  -0.9745  0.9801  3.2062  0.4188
H  0.1566  2.3175  3.4405  0.2471
H  1.5044  2.3487  -1.9498  0.2919
H  0.4958  -2.3668  0.7384  0.2470
H  0.6509  -0.6787  0.8931  0.2406

Calculated values
highest occupied orbital energy: -13.54 eV
frontier orbital gap: 8.8418 eV
ΔE to the lowest compared entry with this formula, charge and spin: 0.0 kcal per mole
multiplicity: 1
net charge: +1


Entry 3:
ORCA calculation (the ωB97M-V functional and the def2-TZVPD basis) on 2 unconnected molecules or ions with the total composition C7H9FSi in a non-equilibrium geometry.

Last column: Mulliken charge in e.
Positions of all 18 atoms, in Å:
C  2.4318  1.0182  0.5648  -0.3479
C  1.5202  1.7069  -0.1897  -0.4688
C  2.2581  -0.3179  0.6619  -0.4912
C  0.3578  1.1293  -0.7026  -0.5517
C  1.0931  -0.9477  0.2227  -0.4339
C  0.1414  -0.2874  -0.5783  1.1609
C  -0.9757  -0.8804  -1.2735  -1.3674
F  -4.0690  0.8540  -0.1996  -0.2692
Si  -3.1175  -0.1781  0.6232  0.5586
H  3.3107  1.4483  1.0361  0.3616
H  1.7342  2.7194  -0.1618  0.3744
H  2.9304  -0.8536  1.2761  0.3546
H  -0.3587  1.6730  -1.2302  0.4203
H  0.7881  -2.0155  0.2852  0.2157
H  -1.4882  -0.2746  -2.1568  0.2815
H  -0.9862  -1.9948  -1.1750  0.3148
H  -3.9799  -1.4261  0.4168  -0.0668
H  -2.6836  0.4337  1.8766  -0.0456

Calculated values
highest occupied orbital energy (alpha / beta): -7.43 / -7.34 eV
frontier orbital gap (alpha / beta): 6.9686 / 6.7964 eV
ΔE to the lowest compared entry with this formula, charge and spin: 33.0 kcal per mole
multiplicity: 1
net charge: 0


Entry 4:
ORCA calculation (the ωB97M-V functional and the def2-TZVPD basis) on 2 unconnected molecules or ions with the total composition C7H9I3N2O2 in a non-equilibrium geometry.

Last column: Mulliken charge in e.
Positions of all 23 atoms, in Å:
C  6.0902  2.5676  -5.1267  -0.0326
C  6.0033  2.0682  -3.8678  -0.3595
C  8.1303  2.6542  -4.3184  0.1064
C  -9.1818  -4.6730  5.8975  0.7356
C  -8.7567  -2.1567  4.1691  -0.9556
C  7.8112  1.7027  -2.1246  -1.1464
C  -10.0389  -2.5651  4.8023  -0.1969
N  7.3569  2.9384  -5.3773  -0.0414
N  7.3386  2.1691  -3.3695  0.1351
O  -8.5460  -5.3590  6.5090  -0.0835
O  -10.0183  -4.0371  5.3015  -0.1838
I  4.5014  2.9796  -6.4285  0.2715
I  4.3926  1.3007  -2.8865  0.3410
I  10.1103  3.0507  -4.2314  0.3365
H  -8.8151  -1.1073  4.1151  0.3328
H  -7.8885  -2.4859  4.8135  0.3879
H  -8.7326  -2.6378  3.2242  0.3423
H  8.8006  1.6107  -1.9435  0.3637
H  7.4623  2.3414  -1.2907  0.3846
H  7.4815  0.7125  -1.8878  0.3916
H  -10.9715  -2.4435  4.2201  0.2874
H  -10.2988  -2.1869  5.8392  0.3337
H  7.7691  3.5565  -6.0389  0.2494

Calculated values
highest occupied orbital energy: -13.41 eV
frontier orbital gap: 7.8631 eV
ΔE to the lowest compared entry with this formula, charge and spin: 0.0 kcal per mole
multiplicity: 1
net charge: +2


Entry 5:
ORCA calculation (the ωB97M-V functional and the def2-TZVPD basis) on 2 unconnected molecules or ions with the total composition C7H9N3O2 in a non-equilibrium geometry.

Last column: Mulliken charge in e.
Positions of all 21 atoms, in Å:
C  -2.3595  1.1269  0.9834  -0.3155
C  -1.0470  1.0015  1.4687  -0.5457
C  -1.0332  0.1943  -0.5192  0.5820
C  1.1988  -2.4083  1.4537  -0.5425
C  2.2612  0.5781  -0.6210  0.1073
C  -0.5218  -0.5640  -1.6643  -1.0206
C  1.6317  -0.2763  0.2827  0.6543
N  1.7147  -1.4310  0.7450  -0.2412
N  -2.2677  0.6101  -0.2132  -0.1249
N  -0.3150  0.4799  0.5244  -0.0748
O  1.5827  1.7779  -0.8541  -0.4855
O  3.4315  0.4374  -0.9980  -0.6125
H  -3.1609  1.7688  1.3476  0.3422
H  0.1277  -2.2239  1.7452  0.2332
H  1.6109  -3.3223  1.3627  0.3195
H  -1.3621  -0.6153  -2.4664  0.3447
H  0.3619  0.0241  -1.9799  0.2524
H  -0.2475  -1.5267  -1.2562  0.2765
H  -0.6221  1.3372  2.4828  0.3409
H  -3.1197  0.5059  -0.7002  0.1529
H  2.1353  2.5257  -1.1238  0.3574

Calculated values
highest occupied orbital energy: -7.41 eV
frontier orbital gap: 7.8897 eV
ΔE to the lowest compared entry with this formula, charge and spin: 102.7 kcal per mole
multiplicity: 1
net charge: 0


Entry 6:
ORCA calculation (the ωB97M-V functional and the def2-TZVPD basis) on a single C7H9N3S molecule in a non-equilibrium geometry.

Last column: Mulliken charge in e.
Positions of all 20 atoms, in Å:
C  1.2314  0.6519  2.9799  -0.4846
C  1.5816  -0.5118  2.2245  -0.2750
C  0.1904  1.2320  2.3557  -0.3047
C  -0.0572  0.8523  -1.2848  -0.4118
C  -0.2623  -0.2637  -1.8961  0.5274
C  -1.9479  -0.6091  0.0392  -0.4907
C  0.3481  -0.4582  -3.3825  -1.1066
N  0.6649  -0.7395  1.2700  -0.6344
N  -0.1903  0.3130  1.3905  1.0509
N  -1.1451  0.5713  0.4428  -0.8833
S  -1.1126  -1.6302  -1.2175  -0.1604
H  1.7295  1.0052  3.9693  0.2671
H  2.4179  -1.2269  2.3356  0.3981
H  -0.5110  2.0083  2.6422  0.3972
H  0.4860  1.7459  -1.1480  0.3941
H  -2.2111  -1.0526  1.0019  0.4095
H  -2.8256  -0.3134  -0.4309  0.3857
H  -0.3975  -0.2981  -4.2360  0.2488
H  0.8036  -1.4525  -3.4264  0.3315
H  1.2072  0.1760  -3.6293  0.3414

Calculated values
highest occupied orbital energy: -8.36 eV
frontier orbital gap: 8.8792 eV
ΔE to the lowest compared entry with this formula, charge and spin: 131.2 kcal per mole
multiplicity: 1
net charge: 0


Entry 7:
ORCA calculation (the ωB97M-V functional and the def2-TZVPD basis) on a molecular structure, C7H9N4 in a non-equilibrium geometry.

Last column: Mulliken charge in e.
Positions of all 20 atoms, in Å:
C  2.4168  1.1951  -2.8611  -0.1373
C  1.0050  -0.8288  -2.2123  -0.2093
C  1.0256  0.9666  -0.8866  -0.1535
C  1.5302  0.4692  -2.0660  0.1836
C  -1.4693  -1.4181  0.9769  -0.1952
C  -2.0831  -0.0794  0.7209  -0.3494
C  -0.1505  0.4697  2.2385  -0.9077
N  3.1355  1.8700  -3.3885  -0.3531
N  0.2724  -1.1288  -1.1764  -0.8500
N  0.3069  -0.0742  -0.3473  0.5454
N  -0.7359  -0.1363  1.1070  0.3454
H  1.0597  -1.6472  -2.9218  0.4823
H  1.4756  1.8863  -0.4116  0.3985
H  -1.7849  -1.9767  1.9228  0.2985
H  -0.9992  -2.0258  0.1514  0.2323
H  -2.2408  0.3188  -0.3377  0.2303
H  -2.7788  0.2987  1.4187  0.3655
H  -0.5512  -0.0217  3.2034  0.3857
H  0.9594  0.2427  2.4221  0.3569
H  -0.3933  1.6198  2.4475  0.3311

Calculated values
highest occupied orbital energy: -13.78 eV
frontier orbital gap: 7.9913 eV
ΔE to the lowest compared entry with this formula, charge and spin: 148.8 kcal per mole
multiplicity: 1
net charge: +1


Entry 8:
ORCA calculation (the ωB97M-V functional and the def2-TZVPD basis) on a gas-phase ion, C7H9N4 (charge +1) in a non-equilibrium geometry.

Last column: Mulliken charge in e.
Positions of all 20 atoms, in Å:
C  0.1401  1.2078  -0.5545  -0.8512
C  1.2575  0.4897  -0.1254  1.3137
C  -2.1327  1.1625  0.2229  0.3496
C  -2.3639  -1.3322  -0.4657  -0.5137
C  -1.2676  -0.6262  -0.7551  0.0070
C  -3.3515  -0.7010  0.2380  -0.1845
C  2.5470  1.3564  0.0071  -1.4735
N  -3.2058  0.6231  0.4811  -0.3454
N  -1.0604  0.6940  -0.4063  0.1358
N  1.1543  -0.6818  0.3401  0.0425
N  2.0851  -1.4651  0.7872  -0.7737
H  0.1414  2.2656  -0.7302  0.3423
H  -2.4716  -2.2659  -0.9376  0.4090
H  -0.5248  -0.9760  -1.4083  0.4630
H  -4.2427  -1.2709  0.5077  0.3821
H  3.4124  1.0390  -0.5520  0.3702
H  2.2558  2.3711  -0.2171  0.3609
H  2.8848  1.4375  1.0391  0.4295
H  1.7204  -2.2202  1.3856  0.2726
H  3.0222  -1.1073  1.1435  0.2640

Calculated values
highest occupied orbital energy (alpha / beta): -13.48 / -11.88 eV
frontier orbital gap (alpha / beta): 7.9621 / 6.8484 eV
ΔE to the lowest compared entry with this formula, charge and spin: 134.4 kcal per mole
multiplicity: 1
net charge: +1


Entry 9:
ORCA calculation (the ωB97M-V functional and the def2-TZVPD basis) on a gas-phase ion, C7H9N4O2 (charge -1) in a non-equilibrium geometry.

Last column: Mulliken charge in e.
Positions of all 22 atoms, in Å:
C  3.5559  -0.6515  -0.3978  -0.1769
C  1.6200  -1.3717  -0.1081  0.0048
C  -2.0577  -1.7726  -0.0017  0.6600
C  -0.5811  0.0577  1.2586  -0.7125
C  0.5853  0.7634  0.5726  -0.4687
C  -1.4619  0.5698  -0.7962  0.0428
C  -1.5217  2.0563  -0.6960  -1.1598
N  2.8288  -1.7677  -0.4985  -0.7095
N  2.8863  0.4057  0.0342  -1.2690
N  1.6373  -0.0621  0.2182  0.8513
N  -1.4391  -0.3134  0.1692  0.1483
O  -2.5543  -1.9216  -1.0913  -0.6782
O  -1.9097  -2.4201  1.0063  -0.6430
H  4.5996  -0.6026  -0.6447  0.4280
H  0.7528  -1.9954  -0.0664  0.3834
H  -0.3166  -0.8541  1.8145  0.4241
H  -1.0781  0.7492  1.9485  0.2682
H  0.9580  1.6594  1.0680  0.2584
H  -1.8567  0.1626  -1.7269  0.4423
H  -2.5137  2.3876  -1.0251  0.4042
H  -0.7892  2.5183  -1.3538  0.2723
H  -1.3442  2.4027  0.3163  0.2295

Calculated values
highest occupied orbital energy (alpha / beta): -2.70 / -2.70 eV
frontier orbital gap (alpha / beta): 6.1829 / 6.1795 eV
ΔE to the lowest compared entry with this formula, charge and spin: 24.9 kcal per mole
multiplicity: 1
net charge: -1


Entry 10:
ORCA calculation (the ωB97M-V functional and the def2-TZVPD basis) on a molecular structure, C7H9N5PmSSe3Te in a non-equilibrium geometry.

Last column: Mulliken charge in e.
Positions of all 27 atoms, in Å:
Pm  10.0199  6.1135  5.7336  1.0318
N  8.8251  3.8715  6.1875  -0.4807
N  7.9224  4.3155  5.1807  -0.1521
C  7.1059  5.3637  5.4817  0.5411
N  6.2007  5.6866  4.5224  -0.4317
S  7.3420  6.2943  6.8308  -0.2769
H  9.1321  2.9502  5.8571  0.2377
H  8.3558  3.9120  7.1054  0.3020
H  7.6340  3.6615  4.4617  0.2371
H  5.9815  5.0595  3.7496  0.2052
H  5.8699  6.6160  4.5347  0.2075
Se  10.4869  7.5463  8.1259  -0.3107
Se  10.1090  9.0840  6.3979  -0.0784
Te  11.4795  8.4043  4.2195  0.1527
Se  10.6758  6.3849  2.9286  -0.4273
N  17.4320  5.2630  4.8615  -0.3703
C  16.3022  5.1878  5.0968  -0.1422
C  14.9445  5.0974  5.4649  0.8152
C  14.1154  4.1723  4.8120  -0.4972
C  12.7387  4.1265  5.1321  -0.1706
N  12.2501  4.9107  6.1374  -0.1863
C  13.1245  5.6237  6.8413  -0.4425
C  14.3810  5.9581  6.3959  -0.4764
H  14.5018  3.4850  4.0534  0.4112
H  12.0539  3.4481  4.5976  0.3636
H  12.7526  6.0770  7.7185  0.4727
H  14.9899  6.7345  6.8707  0.4656

Calculated values
highest occupied orbital energy (alpha / beta): -10.72 / -10.72 eV
frontier orbital gap (alpha / beta): 6.4833 / 6.4766 eV
ΔE to the lowest compared entry with this formula, charge and spin: 0.0 kcal per mole
multiplicity: 5
net charge: +1